Record 1
The following is a quantum chemistry calculation of an isolated ion of composition C21H29O2Si and charge +1, from the OMol25 dataset.

```
53
Properties=species:S:1:pos:R:3
C -2.4102 -0.1471 1.6441
C -1.2443 -0.6795 0.8076
C -0.7259 -1.9930 1.3979
C -0.1581 0.3579 0.9941
O 1.0987 0.0500 0.8684
Si 2.5479 0.4338 1.8604
C 3.8985 -0.1058 0.7185
C 2.4361 2.2435 2.1707
C 2.4099 -0.5856 3.3987
O -0.5158 1.5142 1.4584
C -0.3933 2.8220 0.7564
H -3.3136 -0.7665 1.5264
H -2.1295 -0.1724 2.7047
H -2.6843 0.8831 1.3963
H -1.4836 -2.7855 1.3044
H 0.1815 -2.3322 0.8829
H -0.5052 -1.8471 2.4650
H 4.8714 0.0297 1.2149
H 3.8063 -1.1637 0.4353
H 3.9037 0.4877 -0.2061
H 3.3961 2.5583 2.6056
H 2.2741 2.8204 1.2529
H 1.6431 2.4911 2.8868
H 3.3334 -0.4485 3.9812
H 1.5697 -0.2688 4.0295
H 2.3002 -1.6572 3.1889
H -0.0346 3.5275 1.5099
H 0.2927 2.7612 -0.0998
H -1.4083 3.0772 0.4365
C -1.5604 -0.7775 -0.6475
C -1.7346 0.5929 -1.3213
C -2.9289 1.2842 -1.0685
C -3.1798 2.5203 -1.6569
C -2.2709 3.0475 -2.5769
C -1.1119 2.3365 -2.8834
C -0.8515 1.1078 -2.2707
C -0.6155 -1.7455 -1.3934
C -1.1237 -2.9889 -1.7981
C -0.2974 -3.9246 -2.4240
C 1.0351 -3.5954 -2.6996
C 1.5501 -2.3631 -2.2892
C 0.7287 -1.4486 -1.6098
H -2.5466 -1.2591 -0.7040
H -3.6868 0.8348 -0.4189
H -4.0919 3.0564 -1.3882
H -2.4726 4.0013 -3.0630
H -0.3922 2.7204 -3.6055
H 0.0337 0.5454 -2.5698
H -2.1657 -3.2321 -1.5688
H -0.7063 -4.9019 -2.6881
H 1.6790 -4.3117 -3.2069
H 2.5958 -2.1003 -2.4708
H 1.1578 -0.5032 -1.2673
```

Values from the calculation:
* total charge: +1
* ΔE to the lowest compared entry with this formula, charge and spin: 0.0 kJ/mol
* HOMO energy: -11.8973 eV
* E_tot: -1257.39098 Ha

natural (NBO) population analysis, charges in e, atoms 1 to 2: C -0.605; C -0.153


Record 2
The following is a quantum chemistry calculation of C12H8FNO2Se2Te2W as an isolated structure, from the OMol25 dataset.

```
29
Properties=species:S:1:pos:R:3
W -0.6646 0.2229 -0.0759
O -0.9046 1.5331 1.4932
C -0.1288 2.3381 0.8097
O -0.4570 2.6307 -0.3444
C 1.3217 2.1598 1.1319
C 2.3431 2.9323 1.6149
C 3.5960 2.3243 1.6637
C 3.7551 1.0156 1.2287
C 2.6629 0.3160 0.7435
N 1.4630 0.8970 0.7022
H 2.1750 3.9482 1.9415
H 4.4478 2.8737 2.0416
H 4.7206 0.5315 1.2655
H 2.7280 -0.7088 0.4007
Se 0.6897 0.1293 -2.2468
Te -1.6720 0.7393 -2.5950
Te -2.3637 -1.5835 -1.3113
Se -3.0934 -0.0911 0.5097
F 1.4293 -4.7431 2.8453
C 0.9967 -3.7062 2.1573
C 0.5699 -2.5780 2.8432
C 0.1399 -1.4912 2.1086
C 0.0770 -1.5401 0.6956
C 0.5318 -2.7071 0.0471
C 0.9998 -3.7835 0.7676
H 0.5898 -2.5656 3.9243
H -0.1754 -0.6048 2.6485
H 0.5420 -2.7627 -1.0348
H 1.3611 -4.6798 0.2816
```

Values from the calculation:
* total charge: +2
* ΔE to the lowest compared entry with this formula, charge and spin: 0.0 kJ/mol
* HOMO energy: -15.3819 eV
* E_tot: -6172.59774 Ha

natural (NBO) population analysis, charges in e, atoms 1 to 2: W 0.656; O -0.633


Record 3
The following is a quantum chemistry calculation of an isolated ion of composition C4H10NO2 and charge -1, from the OMol25 dataset.

```
17
Properties=species:S:1:pos:R:3
C 1.0318 0.1465 -0.6428
C -0.5345 0.2180 -0.9955
C -0.9144 1.0185 -2.2916
O -1.2626 0.5579 0.1812
N 1.2492 -1.0291 0.2604
C 0.3334 -1.1007 1.6135
O 0.1492 0.1066 2.0773
H 1.3340 1.0040 -0.0749
H 1.4533 -0.0796 -1.6901
H -0.7549 -0.8395 -1.1760
H -0.8508 0.5372 -3.3240
H -2.0825 1.1718 -2.1983
H -0.4014 1.9965 -2.4366
H -0.6878 0.5537 1.0536
H 2.2758 -0.8362 0.6364
H 0.9915 -1.8661 2.1267
H -0.6117 -1.4480 1.0906
```

Values from the calculation:
* total charge: -1
* SMILES string: C[C@H](O)CNC[O-]
* ΔE to the lowest compared entry with this formula, charge and spin: 342.6 kJ/mol
* HOMO energy: -3.3474 eV
* E_tot: -363.59392 Ha

natural (NBO) population analysis, charges in e, atoms 1 to 2: C -0.263; C 0.094


Record 4
The following is a quantum chemistry calculation of C47H54LiN7SSb as an isolated structure, from the OMol25 dataset.

```
111
Properties=species:S:1:pos:R:3
Li 0.0273 -0.0259 -0.0404
C 3.0816 0.1452 1.7689
C 2.3149 -0.4439 2.9603
C 0.8422 -0.8000 2.6978
N 0.2048 0.2018 1.8776
C -0.2431 1.3135 2.3829
C -0.3651 1.5294 3.7947
C -0.8182 2.5891 4.5449
C -1.2852 3.8450 4.1738
C -1.3782 4.2830 2.8625
C -1.0898 3.6624 1.6641
C -0.6207 2.3501 1.3330
N -0.4334 1.9603 0.1053
C -0.7046 2.8988 -0.9585
C -0.3526 2.3106 -2.3208
C -1.0024 0.9530 -2.5698
N -0.1351 -0.1583 -2.2082
C 1.0997 -0.2992 -2.8132
C 1.3050 0.2447 -4.0437
C 2.4555 0.3271 -4.8933
C 3.6673 -0.2433 -4.7555
C 4.0740 -1.0729 -3.6586
C 3.4312 -1.3930 -2.5203
C 2.1324 -0.9920 -1.9631
N 1.8154 -1.1990 -0.7360
C 2.7580 -1.8466 0.1678
C 3.7289 -0.8771 0.8342
H 3.8701 0.7995 2.1530
H 2.4123 0.7935 1.1976
H 2.3483 0.2786 3.7805
H 2.8237 -1.3462 3.3215
H 0.3465 -0.9876 3.6590
H 0.7764 -1.7467 2.1596
H -0.0654 0.6774 4.3884
H -0.8076 2.4002 5.6171
H -1.5832 4.5276 4.9588
H -1.7368 5.3037 2.7433
H -1.2564 4.2987 0.8069
H -0.1347 3.8315 -0.8290
H -1.7655 3.2037 -0.9509
H 0.7346 2.2324 -2.4009
H -0.6619 3.0131 -3.1022
H -1.3839 0.8450 -3.5962
H -1.8697 0.8324 -1.9154
H 0.4291 0.7240 -4.4618
H 2.2946 0.9056 -5.7990
H 4.3954 -0.0910 -5.5439
H 5.0666 -1.5042 -3.7540
H 4.0074 -2.0238 -1.8584
H 3.3039 -2.6629 -0.3134
H 2.1721 -2.3245 0.9534
H 4.2968 -0.3497 0.0602
H 4.4491 -1.4811 1.3988
C -6.9251 1.3171 -0.1899
C -5.7416 2.2624 -0.1450
N -4.5435 1.4895 -0.3911
C -4.3014 0.3362 0.3567
N -3.0932 0.0279 0.5824
C -2.7942 -1.1897 1.3063
C -3.9100 -2.2171 1.2323
C -5.2155 -1.5337 1.5916
N -5.4316 -0.4035 0.7075
C -6.7202 0.2382 0.8549
H -6.9854 0.8646 -1.1819
H -7.8581 1.8483 0.0079
H -5.7181 2.7746 0.8308
H -5.8207 3.0337 -0.9148
H -3.6827 2.0163 -0.4501
H -2.5745 -0.9299 2.3491
H -1.8773 -1.6112 0.8915
H -3.7209 -3.0598 1.9017
H -3.9771 -2.6116 0.2140
H -5.1872 -1.1994 2.6417
H -6.0723 -2.2078 1.4881
H -6.8202 0.6841 1.8608
H -7.4908 -0.5356 0.7766
S -1.0711 -1.6609 -1.9531
Sb -0.1363 -4.1308 0.2312
C -1.7521 -5.3234 -0.5793
C -2.1283 -6.5666 -0.0751
C -3.1900 -7.2731 -0.6239
C -3.8965 -6.7505 -1.6950
C -3.5245 -5.5216 -2.2187
C -2.4637 -4.8159 -1.6663
C 1.3385 -4.9036 -1.1360
C 1.4186 -4.2982 -2.3893
C 2.3868 -4.6907 -3.3033
C 3.2905 -5.6940 -2.9838
C 3.2077 -6.3146 -1.7458
C 2.2365 -5.9231 -0.8326
C 0.2234 -5.3792 1.9837
C -0.9322 -5.6035 2.7405
C -0.8847 -6.1879 3.9966
C 0.3387 -6.5431 4.5478
C 1.4996 -6.2942 3.8358
C 1.4392 -5.7155 2.5726
H -1.5836 -7.0063 0.7509
H -3.4590 -8.2386 -0.2123
H -4.7260 -7.2998 -2.1229
H -4.0582 -5.1016 -3.0616
H -2.1951 -3.8704 -2.1178
H 0.7324 -3.4944 -2.6448
H 2.4366 -4.1956 -4.2654
H 4.0475 -5.9944 -3.6971
H 3.8944 -7.1124 -1.4878
H 2.1705 -6.4516 0.1101
H -1.9016 -5.3189 2.3438
H -1.8020 -6.3562 4.5461
H 0.3850 -6.9949 5.5308
H 2.4627 -6.5420 4.2642
H 2.3760 -5.5041 2.0676
```

Values from the calculation:
* total charge: -1
* ΔE to the lowest compared entry with this formula, charge and spin: 2.7 kJ/mol
* HOMO energy: -3.7458 eV
* E_tot: -2852.64663 Ha

Löwdin population analysis, charges in e, atoms 1 to 2: Li 0.476; C -0.200


Record 5
The following is a quantum chemistry calculation of one molecule with the formula C5H8N2, from the OMol25 dataset.

```
15
Properties=species:S:1:pos:R:3
C 1.9757 -0.1583 0.0536
C 1.0685 -1.1157 0.2738
C 1.6017 1.1583 -0.2976
C -0.2838 -0.8979 -0.2983
C -2.1024 0.5359 0.2534
N 0.0004 1.4253 -0.0319
N -0.7016 0.4031 0.0940
H 3.0702 -0.2314 0.3118
H 1.5563 -2.0860 0.6039
H 2.1760 2.0102 -0.5313
H -0.2752 -1.0448 -1.3711
H -0.8191 -1.7756 0.0519
H -2.1615 1.4422 0.8157
H -2.6765 0.7527 -0.7071
H -2.4287 -0.4181 0.7794
```

Values from the calculation:
* SMILES string: CN1CC=CC=N1
* ΔE to the lowest compared entry with this formula, charge and spin: 438.1 kJ/mol
* HOMO energy (spin up / spin down): -7.0123 / -7.0134 eV
* E_tot: -304.66862 Ha

natural (NBO) population analysis, charges in e, atoms 1 to 2: C -0.247; C -0.289